(1)
Computed, not measured: a cluster of 3 separate species, C27H23ClN4O5 in total at a distorted geometry, with ωB97M-V with the def2-TZVPD basis set.

Geometry as XYZ:
```
60
Properties=species:S:1:pos:R:3:nbo_charge:R:1
Cl 2.287 0.166 -2.505 0.050
O -0.383 -3.602 1.587 -0.533
O 0.056 3.731 0.881 -0.198
O -0.979 1.851 0.983 -0.435
O 2.410 -2.887 -1.941 -0.511
O -2.672 -0.348 2.100 -0.520
N 2.540 0.786 -6.723 -0.417
N -0.029 2.799 1.560 0.418
N 1.349 -3.558 0.058 -0.488
N 2.018 5.518 6.272 -0.414
C 0.327 -2.971 0.834 0.699
C 1.036 0.364 -8.543 -0.263
C 0.017 0.062 -7.655 -0.169
C 0.274 0.126 -6.295 -0.262
C 1.751 -2.673 -0.951 0.695
C 2.362 -4.360 0.748 -0.215
C -4.611 -2.976 0.490 -0.198
C -0.460 4.721 5.281 -0.170
C 2.274 0.717 -8.027 0.034
C 3.622 -3.573 1.136 -0.633
C 1.547 0.493 -5.884 0.034
C -0.426 -0.473 1.070 0.020
C 0.274 -1.492 0.496 -0.120
C -3.301 -1.103 1.133 0.350
C -3.966 -2.253 1.461 -0.271
C 1.015 5.195 7.087 0.034
C 0.570 5.054 4.417 -0.263
C -4.583 -2.596 -0.824 -0.224
C 1.126 -1.337 -0.586 -0.162
C -0.236 4.791 6.646 -0.261
C 0.537 0.940 -0.599 -0.264
C -3.904 -1.445 -1.166 -0.193
C -3.295 -0.714 -0.186 -0.288
C -0.278 0.769 0.487 0.265
C -1.309 -0.719 2.277 -0.109
C 1.785 5.443 4.963 0.033
C 1.250 -0.096 -1.136 0.024
H 0.622 1.936 -1.018 0.246
H 0.876 0.327 -9.612 0.219
H 4.159 -4.179 1.872 0.224
H -0.905 -0.119 3.098 0.206
H -3.837 -1.096 -2.189 0.213
H -1.014 4.539 7.355 0.220
H 4.317 -3.442 0.306 0.225
H 0.437 5.014 3.345 0.216
H -5.065 -3.170 -1.606 0.215
H -4.006 -2.630 2.477 0.223
H -5.154 -3.872 0.766 0.214
H 1.791 0.559 -4.829 0.194
H 3.101 0.959 -8.685 0.192
H 2.620 5.709 4.324 0.193
H 3.365 -2.632 1.630 0.208
H -1.243 -1.763 2.589 0.219
H 1.234 5.267 8.146 0.193
H -2.748 0.197 -0.409 0.215
H 1.898 -4.698 1.677 0.224
H 2.652 -5.261 0.205 0.216
H -1.424 4.412 4.896 0.217
H -0.493 -0.104 -5.568 0.218
H -0.964 -0.220 -8.017 0.215
```

- ΔE to the lowest compared entry with this formula, charge and spin (kcal per mole) = 9.19
- structure (SMILES) = CCN1C(=O)c2c(Cl)cc(ON=O)c(COc3ccccc3)c2C1=O.c1ccncc1.c1ccncc1
- charge = 0
- largest force on an atom (eV Å⁻¹) = 1.72
- E_tot (hartree) = -2097.9748

(2)
Computed, not measured: a structure of composition C27H23N4OS6Sc at a distorted geometry, with ωB97M-V with the def2-TZVPD basis set.

Geometry as XYZ:
```
62
Properties=species:S:1:pos:R:3:nbo_charge:R:1
Sc -0.239 -0.578 0.973 1.182
S -0.056 -2.754 -0.493 -0.332
S -3.074 -0.885 4.312 0.366
S -0.522 -2.097 3.198 -0.158
S 2.426 -0.997 2.016 0.334
S 0.880 1.699 1.499 -0.321
S -1.092 0.448 -1.312 0.355
O -2.516 -0.965 0.774 -0.720
N -3.460 -2.855 -0.028 -0.820
N 1.705 -0.269 -0.798 -0.487
N -4.745 -1.137 0.866 -0.806
N -1.424 0.306 2.756 -0.600
C 2.693 1.168 -2.428 -0.269
C -0.426 -2.133 -2.090 -0.124
C 0.303 1.446 -1.774 -0.586
C -0.864 -0.827 -2.516 -0.252
C -0.348 -3.116 -3.116 -0.232
C -3.560 0.697 3.659 -0.204
C -0.676 -2.836 -4.399 -0.198
C 4.059 -0.408 -1.283 -0.209
C -1.177 -0.587 -3.839 -0.192
C -3.541 -1.638 0.555 0.820
C 3.342 0.487 1.765 -0.232
C -2.688 2.346 2.165 -0.151
C -4.740 1.383 3.789 -0.239
C 4.706 0.505 1.691 -0.194
C -1.603 -0.820 3.376 -0.060
C 1.642 0.736 -1.647 0.261
C 5.401 1.544 1.126 -0.247
C 3.922 0.628 -2.217 -0.138
C 4.733 2.540 0.477 -0.204
C 3.099 -1.845 0.485 -0.538
C 2.627 1.574 1.179 -0.146
C -4.897 2.559 3.051 -0.215
C -2.521 1.163 2.858 0.094
C -3.918 3.030 2.238 -0.237
C 2.955 -0.845 -0.619 0.216
C -1.166 -1.596 -4.775 -0.244
C 3.329 2.554 0.516 -0.192
H -0.513 -3.621 -5.143 0.216
H -5.865 2.998 3.143 0.213
H -1.506 0.411 -4.051 0.212
H 2.512 1.994 -3.088 0.221
H -5.546 -1.728 0.835 0.393
H -5.534 1.031 4.475 0.224
H 6.466 1.425 1.093 0.212
H 5.022 -0.876 -1.108 0.220
H -4.095 3.930 1.698 0.219
H -1.795 2.665 1.583 0.234
H 4.777 1.046 -2.795 0.224
H 0.295 2.366 -1.241 0.270
H 2.487 -2.727 0.324 0.272
H -4.704 -0.342 1.471 0.423
H 0.106 -4.045 -2.750 0.227
H 5.271 3.294 -0.042 0.211
H 2.805 3.326 -0.009 0.209
H -2.550 -3.176 -0.288 0.438
H 0.164 1.813 -2.839 0.230
H 5.310 -0.378 2.016 0.215
H -1.569 -1.356 -5.764 0.219
H -4.236 -3.493 -0.123 0.394
H 4.125 -2.178 0.613 0.226
```

- ΔE to the lowest compared entry with this formula, charge and spin (kcal per mole) = 0.00
- charge = 0
- largest force on an atom (eV Å⁻¹) = 2.73
- E_tot (hartree) = -4487.0399

(3)
Computed, not measured: a structure of composition C27H24AuN6O6, with ωB97M-V with the def2-TZVPD basis set.

Geometry as XYZ:
```
64
Properties=species:S:1:pos:R:3:nbo_charge:R:1
Au 0.352 0.288 -0.269 1.464
O 0.865 4.530 1.138 -0.678
O 0.475 2.260 -0.170 -0.766
O 3.548 -5.677 0.181 -0.721
O -3.141 -2.602 4.517 -0.589
O 1.110 -3.920 2.161 -0.661
O 0.314 -1.654 -0.455 -0.715
N 1.479 0.638 -1.824 -0.332
N 3.355 -4.068 1.850 -0.598
N 1.777 1.971 -2.051 -0.358
N -1.451 -3.614 3.407 -0.816
N 2.984 0.212 1.414 -0.433
N -0.858 0.091 1.390 -0.516
C 1.496 6.367 -0.161 -0.294
C 1.005 -2.296 -1.404 0.353
C 2.507 0.780 2.521 0.038
C 1.848 -1.314 3.448 -0.135
C 2.365 -1.919 2.310 -0.186
C -2.209 -2.552 3.741 0.646
C 2.933 -1.116 1.331 0.035
C 0.928 -3.692 -1.354 -0.271
C -1.079 -1.105 1.956 0.078
C 2.105 6.131 -2.481 -0.248
C -1.425 1.196 1.904 0.070
C 1.232 2.738 -1.171 0.583
C -1.886 -1.232 3.073 -0.161
C -2.239 1.137 3.012 -0.242
C -2.479 -0.093 3.600 -0.065
C 1.875 4.778 -2.400 -0.121
C 2.212 -3.391 2.092 0.694
C 1.944 0.062 3.568 -0.255
C 1.914 6.924 -1.351 -0.142
C 2.359 -3.880 -3.293 -0.251
C 1.252 5.000 -0.073 0.428
C 2.448 -2.516 -3.351 -0.131
C 3.394 -5.479 1.573 0.084
C 1.975 -0.280 -2.575 0.173
C 1.441 4.189 -1.203 -0.268
C 1.784 -1.690 -2.416 -0.193
C 1.593 -4.464 -2.279 -0.113
H 4.217 -3.547 1.826 0.410
H 2.601 0.078 -3.387 0.238
H -1.222 2.127 1.395 0.236
H 2.094 7.990 -1.402 0.226
H -1.691 -4.476 3.868 0.415
H 3.331 -1.557 0.420 0.208
H 3.041 -2.041 -4.123 0.221
H -0.607 -1.951 1.472 0.265
H 2.573 1.862 2.567 0.212
H 1.584 0.574 4.449 0.238
H 2.430 6.573 -3.413 0.228
H 2.875 -4.495 -4.016 0.234
H 1.522 -5.540 -2.209 0.232
H -3.127 -0.208 4.460 0.268
H 4.228 -5.917 2.122 0.177
H 1.388 -1.914 4.224 0.239
H -2.684 2.045 3.392 0.251
H 2.019 4.142 -3.262 0.232
H 4.086 -6.461 0.033 0.484
H 1.349 6.970 0.725 0.234
H 0.346 -4.142 -0.562 0.241
H 2.455 -5.903 1.928 0.197
H -0.587 -3.572 2.884 0.431
H 0.666 3.588 1.047 0.493
```

- ΔE to the lowest compared entry with this formula, charge and spin (kcal per mole) = 0.00
- charge = +1
- largest force on an atom (eV Å⁻¹) = 0.24
- E_tot (hartree) = -1958.7781

Q: Which formula does entry 3 have?
A: C27H24AuN6O6

Q: Which formula does entry 1 have?
A: C27H23ClN4O5

Q: Which of these has the lowest largest force on an atom?
A: C27H24AuN6O6